[1]
Below is a 2-piece molecular cluster, C10H16O2 overall, with properties calculated with ωB97M-V/def2-TZVPD.

```
28
Properties=species:S:1:pos:R:3
C -2.05 -0.12 -2.65
C -1.52 -0.62 -1.30
C -0.62 0.41 -0.69
C -1.19 1.43 0.08
C -0.43 2.52 0.49
C 0.93 2.54 0.17
O 1.75 3.54 0.65
C 1.51 1.55 -0.60
C 0.73 0.47 -1.01
H -1.37 -0.34 -3.48
H -2.25 0.95 -2.66
H -2.95 -0.68 -2.93
H -2.37 -0.93 -0.69
H -1.15 -1.64 -1.42
H -2.17 1.30 0.51
H -0.93 3.43 0.82
H 1.27 4.37 0.60
H 2.57 1.56 -0.81
H 1.16 -0.25 -1.69
C 1.10 -2.67 2.75
C 1.03 -1.71 1.57
O 0.86 -2.45 0.37
H 2.01 -2.51 3.30
H 1.06 -3.69 2.38
H 0.27 -2.56 3.45
H 0.28 -0.92 1.63
H 1.93 -1.10 1.51
H 0.55 -1.90 -0.36
```

The energy comes out at -541.083555 Ha. The calculation puts the HOMO-LUMO gap at 9.56 eV. Its SMILES is CCc1ccc(O)cc1.CCO. For the energy above the lowest of the compared OMol25 structures with the same formula, charge and spin, the calculation gives 19.4 kcal/mol.

=====

[2]
Below is a 3-piece molecular cluster, C10H16O4S overall, with properties calculated with ωB97M-V/def2-TZVPD.

```
31
Properties=species:S:1:pos:R:3
C 0.57 -0.77 -0.62
C -0.34 -1.44 0.39
C -1.44 0.73 0.68
C -0.45 1.31 -0.35
C -0.57 -0.31 1.41
C 0.87 0.57 -0.03
C 0.80 0.38 1.48
C 1.94 -0.49 2.03
C 0.86 1.71 2.23
C -2.77 -1.90 -2.55
O 0.91 -1.14 -1.73
O 1.96 -0.31 -4.66
O 0.43 1.22 -3.54
O -3.03 -1.86 -1.38
S 1.72 0.55 -3.54
H -1.26 -1.79 -0.07
H 0.15 -2.31 0.83
H -1.81 1.49 1.36
H -2.30 0.26 0.21
H -0.76 1.14 -1.38
H -0.31 2.38 -0.24
H -0.99 -0.65 2.36
H 2.89 0.02 1.91
H 2.01 -1.45 1.53
H 1.78 -0.67 3.10
H 1.80 2.20 2.01
H 0.81 1.54 3.31
H 0.06 2.39 1.96
H -3.35 -2.50 -3.26
H 1.75 1.06 -0.44
H -1.92 -1.35 -2.99
```

The energy comes out at -1089.760904 Ha. The calculation puts the HOMO-LUMO gap at 9.42 eV. For the energy above the lowest of the compared OMol25 structures with the same formula, charge and spin, the calculation gives 0.0 kcal/mol.

=====

[3]
Below is a 2-piece molecular cluster, C10H16S overall, with properties calculated with ωB97M-V/def2-TZVPD.

```
27
Properties=species:S:1:pos:R:3
C -2.38 0.72 -1.20
C -1.50 1.36 -0.17
C -0.11 1.33 -0.30
C 0.74 2.11 0.52
C 0.30 2.88 1.58
C -1.17 2.83 1.77
C -2.03 2.23 0.90
H -2.80 1.54 -1.79
H -3.25 0.22 -0.87
H -1.72 0.06 -1.84
H 0.39 0.81 -1.07
H 1.85 2.05 0.45
H 0.82 3.39 2.31
H -1.52 3.43 2.64
H -3.05 2.46 0.84
C -0.90 -2.89 -0.82
C 0.03 -2.31 0.20
S 1.79 -2.54 -0.58
C 2.82 -1.15 -0.46
H -0.86 -2.52 -1.88
H -1.98 -2.84 -0.57
H -0.68 -3.95 -1.12
H -0.14 -1.16 0.32
H 0.24 -2.79 1.26
H 2.43 -0.24 -0.60
H 3.39 -1.18 0.46
H 3.62 -1.28 -1.38
```

The energy comes out at -788.737644 Ha. The calculation puts the HOMO-LUMO gap at 9.14 eV. Its SMILES is Cc1ccccc1.CCSC. For the energy above the lowest of the compared OMol25 structures with the same formula, charge and spin, the calculation gives 50.9 kcal/mol.

=====

[4]
Below is C10H17BBrF2INPdSe2 as an isolated structure, with properties calculated with ωB97M-V/def2-TZVPD.

```
36
Properties=species:S:1:pos:R:3
Pd 9.71 7.16 7.06
C 8.40 5.76 10.08
Se 7.77 7.10 8.84
C 6.37 6.03 8.08
C 6.84 5.10 7.04
Se 8.00 5.77 5.62
C 8.65 3.99 5.34
H 7.65 5.12 10.53
H 9.00 6.25 10.88
H 9.05 5.08 9.55
H 5.56 6.70 7.72
H 6.00 5.46 8.87
H 6.13 4.47 6.58
H 7.53 4.43 7.53
H 7.93 3.46 4.68
H 8.78 3.37 6.24
H 9.58 4.02 4.81
Br 11.61 8.30 8.97
C 13.13 7.42 8.39
C 14.17 8.17 7.78
C 15.33 7.51 7.41
C 15.46 6.11 7.50
C 14.37 5.42 8.00
C 13.17 6.05 8.43
I 11.51 4.78 8.82
H 14.07 9.27 7.58
H 16.21 8.00 7.08
H 16.33 5.52 7.15
H 14.37 4.35 8.09
N 11.50 6.96 5.80
H 12.36 6.82 6.32
H 11.63 7.83 5.37
H 11.52 6.18 5.06
F 9.89 9.20 4.85
B 9.10 8.85 5.83
F 7.79 9.16 5.70
```

The energy comes out at -8472.858022 Ha. Its total charge is +1. Its spin multiplicity is 3. As for the expectation value of S²: 2.01. The calculation puts the HOMO-LUMO gap (spin up / spin down) at 7.02 / 8.21 eV. For the energy above the lowest of the compared OMol25 structures with the same formula, charge and spin, the calculation gives 1.4 kcal/mol.

=====

[5]
Below is C10H17BCdClN6O6S as an isolated structure, with properties calculated with ωB97M-V/def2-TZVPD.

```
43
Properties=species:S:1:pos:R:3
Cd 0.96 0.25 1.21
O 1.74 1.60 3.53
Cl 2.25 0.26 3.58
O 2.99 0.04 4.78
O 1.13 -0.66 3.52
O 3.07 0.01 2.42
B -0.18 0.40 -2.42
N 1.47 2.23 -0.94
C 1.69 3.43 -1.47
C 1.67 4.38 -0.45
C 1.41 3.64 0.70
N 1.30 2.35 0.38
N 1.29 -1.67 -0.99
C 1.44 -2.84 -1.62
C 1.42 -3.85 -0.67
C 1.26 -3.18 0.55
N 1.17 -1.87 0.33
H 0.00 1.36 -3.12
H -0.38 -0.61 -3.01
H 1.84 3.55 -2.53
H 1.81 5.45 -0.54
H 1.32 3.95 1.73
H 1.55 -2.89 -2.69
H 1.52 -4.91 -0.83
H 1.19 -3.58 1.55
C -2.45 1.54 -2.04
N -1.40 0.72 -1.41
C -1.95 -0.47 -0.74
N -2.55 -1.43 -1.60
S 1.41 0.21 -1.33
H -2.02 2.47 -2.40
H -3.24 1.75 -1.31
H -2.87 0.98 -2.88
H -0.99 1.27 -0.65
H -3.56 -1.44 -1.50
H -2.22 -2.36 -1.35
C -2.01 -1.96 2.52
O -2.32 -1.72 1.15
C -1.79 -0.57 0.60
O -1.19 0.28 1.36
H -1.89 -3.03 2.63
H -2.82 -1.62 3.16
H -1.09 -1.45 2.81
```

The energy comes out at -2222.023772 Ha. Its total charge is -1. The calculation puts the HOMO-LUMO gap at 7.60 eV.

=====

> Number 2 is which compound?

C10H16O4S

=====

> Which of these has the highest energy?

C10H16O2